Record 1
{"formula": "C4H6ClN4O3", "method": "ωB97M-V with the def2-TZVPD basis set", "e_homo_ev": [-13.4, -13.4], "lumo_ev": [-5.49, -5.49], "energy_ha": -1060.53153, "gap_ev": [7.91, 7.91], "relative_energy_ev": 1.1692, "charge": 1, "species": ["C", "C", "C", "C", "N", "N", "N", "N", "O", "O", "O", "Cl", "H", "H", "H", "H", "H", "H"], "coordinates": [[-1.23, -1.04, -0.87], [1.00, -0.95, 0.07], [1.52, 1.36, -0.62], [-2.21, -0.29, -0.25], [-0.07, -1.51, -0.43], [1.00, 0.45, 0.15], [2.06, -1.73, 0.34], [-2.13, 0.38, 0.94], [-3.05, 0.96, 1.39], [-0.96, 0.38, 1.53], [1.65, 2.64, -0.41], [-3.75, 0.04, -0.97], [-1.47, -1.40, -1.77], [1.91, 1.32, -1.71], [-0.25, 0.40, 0.85], [1.73, -2.66, 0.35], [2.76, -1.23, 0.88], [1.48, 2.88, 0.52]], "nbo_charge": [0.165, 0.636, 0.551, -0.092, -0.497, -0.671, -0.729, 0.484, -0.212, -0.456, -0.581, 0.111, 0.227, 0.208, 0.474, 0.439, 0.430, 0.512]}

---

Record 2
{"formula": "C27H31GePtSi2Te", "method": "ωB97M-V with the def2-TZVPD basis set", "e_homo_ev": [-6.6, -6.5], "multiplicity": 2, "lumo_ev": [-1.90, -1.80], "energy_ha": -4090.51463, "gap_ev": [4.69, 4.69], "species": ["Pt", "C", "Si", "C", "C", "C", "C", "C", "C", "C", "Si", "C", "C", "H", "H", "H", "H", "H", "H", "H", "H", "H", "H", "H", "H", "H", "H", "H", "H", "C", "Ge", "C", "C", "C", "C", "C", "C", "C", "C", "C", "C", "C", "C", "C", "C", "C", "C", "H", "H", "H", "H", "H", "H", "H", "H", "H", "H", "H", "H", "H", "H", "H", "Te"], "coordinates": [[-1.18, -1.19, 1.50], [-2.78, -1.13, -1.93], [-1.32, -1.69, -0.80], [-1.06, -3.48, -1.46], [-3.18, -1.60, 1.94], [-4.43, -2.17, 2.01], [-5.12, -1.91, 3.20], [-4.55, -1.17, 4.23], [-3.27, -0.65, 4.14], [-2.63, -0.88, 2.95], [0.25, 0.51, 2.26], [1.72, 0.19, 3.47], [-0.44, 2.16, 2.99], [-3.67, -1.72, -1.70], [-2.52, -1.30, -2.97], [-3.03, -0.08, -1.82], [-1.88, -4.12, -1.13], [-0.14, -3.94, -1.13], [-1.07, -3.49, -2.55], [-4.86, -2.78, 1.23], [-6.12, -2.31, 3.31], [-5.12, -1.02, 5.14], [-2.81, -0.11, 4.96], [1.34, -0.10, 4.45], [2.31, 1.09, 3.60], [2.38, -0.61, 3.13], [-0.63, 2.05, 4.05], [-1.35, 2.48, 2.50], [0.29, 2.96, 2.87], [-3.53, 2.05, 0.30], [-1.66, 2.05, -0.56], [-0.81, 3.78, 0.05], [0.55, 4.01, -0.13], [1.16, 5.16, 0.35], [0.41, 6.10, 1.04], [-0.94, 5.87, 1.25], [-1.54, 4.73, 0.76], [-1.55, 2.16, -2.60], [-0.26, 2.04, -3.06], [0.04, 2.02, -4.43], [-0.96, 2.07, -5.35], [-2.31, 2.15, -4.94], [-3.36, 2.19, -5.87], [-4.66, 2.26, -5.47], [-4.97, 2.31, -4.10], [-3.96, 2.28, -3.17], [-2.61, 2.20, -3.55], [-4.08, 2.95, 0.04], [-3.41, 2.01, 1.38], [-4.10, 1.18, 0.00], [1.15, 3.27, -0.64], [2.21, 5.32, 0.19], [0.87, 7.00, 1.41], [-1.53, 6.59, 1.81], [-2.60, 4.57, 0.94], [0.55, 1.97, -2.35], [1.07, 1.95, -4.74], [-0.75, 2.03, -6.41], [-3.11, 2.16, -6.92], [-5.46, 2.29, -6.19], [-6.00, 2.36, -3.79], [-4.20, 2.33, -2.12], [0.02, -3.32, 2.45]], "lowdin_spin": [0.040, 0.004, 0.025, 0.016, 0.001, -0.001, -0.002, -0.002, -0.001, 0.003, 0.009, 0.012, 0.000, 0.000, 0.000, 0.000, 0.001, 0.007, 0.000, 0.000, 0.000, 0.000, 0.000, 0.002, 0.000, 0.003, 0.000, 0.000, 0.000, 0.005, 0.027, 0.005, 0.001, 0.000, 0.001, 0.000, 0.001, 0.005, 0.002, 0.000, 0.001, 0.000, 0.000, 0.000, 0.000, 0.000, 0.001, 0.001, 0.000, 0.000, 0.000, 0.000, 0.000, 0.000, 0.000, 0.000, 0.000, 0.000, 0.000, 0.000, 0.000, 0.000, 0.831]}

---

Record 3
{"formula": "C31H49BrMnN2OP2", "method": "ωB97M-V with the def2-TZVPD basis set", "e_homo_ev": [-11.8, -11.8], "multiplicity": 6, "lumo_ev": [-7.32, -7.53], "energy_ha": -5802.23257, "gap_ev": [4.52, 4.30], "relative_energy_ev": 3.1564, "charge": 2, "species": ["C", "C", "C", "C", "N", "C", "C", "C", "C", "C", "C", "C", "C", "C", "Mn", "P", "H", "H", "H", "H", "H", "H", "H", "H", "C", "C", "H", "H", "H", "H", "H", "C", "C", "H", "H", "H", "H", "H", "C", "C", "H", "H", "H", "H", "H", "Br", "P", "C", "C", "H", "H", "H", "H", "H", "C", "C", "H", "H", "H", "H", "H", "C", "C", "H", "H", "H", "H", "H", "O", "C", "C", "C", "C", "C", "C", "N", "H", "H", "H", "H", "H", "H", "H", "H", "H", "H", "H"], "coordinates": [[-0.60, -7.60, -1.37], [-0.74, -6.37, -2.07], [-1.42, -6.52, -3.29], [-1.82, -7.78, -3.82], [-1.59, -8.92, -3.14], [-1.01, -8.84, -1.92], [-0.23, -5.04, -1.59], [0.16, -3.96, -1.14], [0.15, -2.63, -0.58], [-0.29, -2.34, 0.71], [-0.63, -1.06, 1.07], [-0.59, -0.01, 0.07], [-0.07, -0.31, -1.26], [0.28, -1.58, -1.54], [2.35, -2.27, -0.95], [-1.93, 1.64, 1.52], [-1.66, -5.65, -3.88], [-0.16, -7.64, -0.38], [-2.32, -7.88, -4.82], [-0.85, -9.84, -1.39], [0.79, -1.85, -2.49], [-0.43, -3.17, 1.41], [-0.36, 0.43, -1.98], [-1.13, -0.98, 2.01], [-2.06, 3.37, 2.14], [-3.39, 4.04, 1.81], [-1.18, 3.93, 1.80], [-1.93, 3.23, 3.22], [-3.37, 5.05, 2.23], [-3.56, 4.12, 0.74], [-4.23, 3.51, 2.28], [-3.09, 1.45, 0.09], [-3.98, 0.22, 0.23], [-2.44, 1.35, -0.80], [-3.67, 2.39, -0.02], [-4.43, 0.04, -0.75], [-3.40, -0.67, 0.51], [-4.79, 0.39, 0.95], [-2.51, 0.69, 2.99], [-3.69, 1.30, 3.70], [-1.59, 0.64, 3.60], [-2.72, -0.33, 2.64], [-3.91, 0.62, 4.52], [-3.50, 2.27, 4.13], [-4.57, 1.35, 3.06], [0.35, 1.80, 0.39], [0.09, 2.47, -3.87], [-1.31, 2.81, -2.74], [-2.17, 4.01, -3.14], [-0.86, 2.86, -1.74], [-1.91, 1.89, -2.80], [-3.17, 3.89, -2.68], [-1.72, 4.97, -2.80], [-2.28, 4.02, -4.25], [1.69, 2.86, -3.10], [2.56, 3.57, -4.15], [2.11, 1.90, -2.76], [1.46, 3.50, -2.22], [3.35, 4.13, -3.64], [2.99, 2.83, -4.84], [1.94, 4.29, -4.73], [-0.12, 0.71, -4.27], [-0.67, 0.36, -5.68], [-0.88, 0.32, -3.57], [0.85, 0.23, -4.04], [-0.38, -0.68, -5.90], [-1.78, 0.43, -5.66], [-0.29, 1.03, -6.46], [2.65, 0.05, 1.55], [3.30, 0.49, 2.49], [2.78, 0.80, 3.93], [3.24, -0.22, 4.92], [4.67, 0.02, 5.53], [5.77, -0.05, 4.48], [5.60, 1.01, 3.36], [4.62, 0.72, 2.34], [3.17, 1.81, 4.17], [1.68, 0.88, 3.88], [2.52, -0.25, 5.75], [3.24, -1.22, 4.47], [4.68, 0.99, 6.05], [4.82, -0.75, 6.30], [6.72, 0.12, 5.00], [5.80, -1.07, 4.05], [5.44, 1.97, 3.89], [6.57, 1.07, 2.88], [4.99, 0.68, 1.38]], "lowdin_spin": [0.005, 0.001, 0.005, -0.001, 0.005, -0.001, 0.029, -0.008, -0.032, -0.006, 0.012, -0.017, 0.029, -0.024, 4.097, 0.440, 0.000, 0.000, 0.000, 0.000, -0.011, -0.002, 0.003, 0.002, 0.025, 0.013, 0.002, 0.000, 0.002, 0.000, 0.000, 0.040, 0.004, 0.002, 0.006, 0.001, 0.000, 0.000, 0.079, 0.032, 0.003, -0.001, 0.008, 0.001, 0.000, 0.252, 0.001, 0.000, 0.000, 0.000, 0.000, 0.000, 0.000, 0.000, 0.003, 0.000, 0.001, 0.002, 0.000, 0.000, 0.000, 0.000, 0.000, 0.000, 0.000, 0.000, 0.000, 0.000, -0.006, 0.000, 0.000, 0.000, 0.000, 0.000, 0.000, 0.000, 0.000, 0.000, 0.000, 0.000, 0.000, 0.000, 0.000, 0.000, 0.000, 0.000, 0.000]}

---

Record 4
{"formula": "C18H21BrN2O4S", "method": "ωB97M-V with the def2-TZVPD basis set", "e_homo_ev": -8.4, "lumo_ev": -0.35, "energy_ha": -4081.20458, "gap_ev": 8.05, "relative_energy_ev": 0.0000, "species": ["C", "H", "H", "H", "C", "N", "C", "N", "C", "O", "C", "C", "C", "C", "C", "C", "C", "C", "O", "C", "C", "O", "O", "C", "C", "H", "H", "H", "H", "H", "H", "H", "H", "H", "Br", "H", "H", "S", "C", "C", "H", "H", "H", "H", "H", "H", "H"], "coordinates": [[4.49, 0.86, -2.40], [5.29, 1.32, -1.82], [4.87, 0.60, -3.39], [4.17, -0.05, -1.90], [3.32, 1.83, -2.54], [2.88, 2.24, -1.24], [1.75, 1.96, -0.78], [1.34, 2.34, 0.47], [0.08, 1.97, 0.86], [-0.39, 2.23, 1.95], [-0.60, 1.21, -0.20], [-1.82, 0.67, 0.01], [-2.59, -0.19, -0.86], [-2.44, -0.19, -2.25], [-3.15, -1.08, -3.02], [-4.03, -1.99, -2.45], [-4.19, -1.99, -1.08], [-3.50, -1.10, -0.28], [-3.68, -1.03, 1.08], [-3.54, -2.22, 1.82], [-2.09, -2.69, 1.93], [-1.76, -3.65, 2.58], [-1.28, -1.93, 1.21], [0.12, -2.18, 1.27], [0.76, -1.44, 2.44], [0.49, -0.38, 2.39], [0.40, -1.85, 3.38], [1.84, -1.54, 2.39], [0.51, -1.83, 0.31], [0.29, -3.26, 1.37], [-3.90, -2.00, 2.83], [-4.14, -3.05, 1.42], [-4.89, -2.68, -0.63], [-4.58, -2.68, -3.07], [-2.93, -1.06, -4.91], [-1.77, 0.51, -2.72], [-2.24, 0.85, 0.99], [0.42, 1.05, -1.61], [2.22, 3.07, 1.35], [3.26, 2.14, 1.98], [2.77, 1.36, 2.56], [3.91, 2.71, 2.64], [3.86, 1.68, 1.21], [2.72, 3.84, 0.77], [1.59, 3.52, 2.12], [2.50, 1.36, -3.11], [3.65, 2.73, -3.06]], "nbo_charge": [-0.603, 0.213, 0.211, 0.205, -0.226, -0.488, 0.346, -0.452, 0.662, -0.588, -0.286, -0.125, -0.140, -0.207, -0.077, -0.216, -0.284, 0.407, -0.515, -0.163, 0.773, -0.595, -0.508, -0.076, -0.638, 0.219, 0.222, 0.218, 0.195, 0.204, 0.229, 0.201, 0.223, 0.233, 0.054, 0.232, 0.259, 0.242, -0.218, -0.616, 0.209, 0.216, 0.220, 0.220, 0.234, 0.171, 0.202]}

---

Record 5
{"formula": "C10H26NO2Si2", "method": "ωB97M-V with the def2-TZVPD basis set", "e_homo_ev": -12.5, "lumo_ev": -2.50, "energy_ha": -1180.57549, "gap_ev": 10.04, "relative_energy_ev": 0.0000, "charge": 1, "species": ["C", "C", "C", "C", "C", "Si", "O", "Si", "H", "H", "H", "H", "H", "H", "H", "H", "H", "H", "H", "H", "C", "N", "C", "C", "C", "C", "O", "H", "H", "H", "H", "H", "H", "H", "H", "H", "H", "H", "H", "H", "H"], "coordinates": [[0.72, 1.47, 3.20], [0.70, 1.93, 2.09], [0.80, 2.58, 0.79], [-0.55, 3.02, 0.19], [-1.41, 3.81, 1.21], [-2.83, 2.85, 2.01], [-2.52, 1.22, 2.26], [-3.08, 0.21, 1.05], [0.78, 1.15, 4.19], [1.42, 3.46, 0.87], [1.27, 1.88, 0.10], [-1.07, 2.21, -0.31], [-0.27, 3.72, -0.59], [-1.87, 4.63, 0.68], [-0.76, 4.18, 1.99], [-4.10, 3.06, 1.27], [-3.06, 3.46, 3.34], [-4.28, -0.56, 1.41], [-3.25, 1.01, -0.18], [-1.98, -0.75, 0.75], [2.05, -0.81, -1.45], [1.40, -1.96, -0.73], [1.07, -1.49, 0.65], [2.37, -3.09, -0.64], [0.11, -2.38, -1.38], [0.21, -2.94, -2.78], [0.75, -1.96, -3.66], [2.80, -0.39, -0.80], [2.53, -1.18, -2.35], [1.29, -0.07, -1.69], [1.99, -1.19, 1.15], [0.61, -2.31, 1.20], [0.39, -0.65, 0.59], [2.66, -3.39, -1.64], [1.89, -3.92, -0.13], [3.24, -2.76, -0.09], [-0.53, -1.50, -1.38], [-0.33, -3.14, -0.73], [-0.80, -3.20, -3.12], [0.82, -3.85, -2.81], [0.85, -2.36, -4.53]], "nbo_charge": [-0.219, -0.035, -0.480, -0.373, -0.890, 1.422, -1.220, 1.232, 0.239, 0.245, 0.208, 0.191, 0.215, 0.251, 0.246, -0.201, -0.193, -0.172, -0.204, -0.258, -0.407, -0.201, -0.407, -0.412, -0.231, -0.092, -0.730, 0.223, 0.251, 0.235, 0.236, 0.230, 0.247, 0.233, 0.231, 0.237, 0.238, 0.235, 0.210, 0.179, 0.494]}

---

Record 6
{"formula": "C30H28ClIN3O4S3Sn", "method": "ωB97M-V with the def2-TZVPD basis set", "e_homo_ev": -10.1, "lumo_ev": -3.08, "energy_ha": -3791.76154, "gap_ev": 7.04, "relative_energy_ev": 0.0000, "charge": 1, "species": ["Sn", "C", "O", "C", "C", "C", "C", "C", "C", "N", "N", "C", "O", "C", "C", "C", "C", "C", "C", "C", "O", "H", "H", "H", "H", "H", "H", "H", "H", "H", "H", "H", "H", "C", "C", "S", "C", "C", "S", "C", "C", "S", "H", "H", "H", "H", "H", "H", "H", "H", "H", "H", "H", "H", "Cl", "C", "C", "C", "I", "C", "O", "C", "N", "C", "C", "C", "C", "H", "H", "H", "H"], "coordinates": [[-0.94, -0.17, 0.13], [-0.88, -4.70, -2.18], [-0.23, -3.43, -2.05], [1.09, -3.46, -1.77], [1.87, -4.58, -1.55], [3.25, -4.47, -1.28], [3.89, -3.26, -1.20], [3.10, -2.12, -1.41], [3.33, -0.72, -1.45], [2.20, -0.11, -1.71], [2.03, 1.20, -1.89], [0.80, 1.70, -1.94], [-0.29, 1.11, -1.68], [0.75, 3.14, -2.31], [1.91, 3.92, -2.37], [1.82, 5.26, -2.69], [0.58, 5.83, -2.95], [-0.57, 5.06, -2.91], [-0.48, 3.71, -2.58], [1.75, -2.24, -1.68], [1.17, -1.02, -1.89], [-1.92, -4.48, -2.40], [-0.81, -5.27, -1.26], [-0.45, -5.26, -3.01], [1.43, -5.57, -1.62], [3.82, -5.38, -1.13], [4.95, -3.18, -0.99], [4.22, -0.13, -1.31], [2.87, 3.46, -2.17], [2.71, 5.87, -2.73], [0.51, 6.89, -3.20], [-1.54, 5.50, -3.12], [-1.37, 3.09, -2.53], [0.23, -0.58, 4.12], [1.47, -0.29, 3.28], [1.67, -1.22, 1.75], [1.78, -2.95, 2.28], [0.51, -3.66, 2.75], [-0.87, -3.45, 1.59], [-2.28, -3.13, 2.68], [-2.14, -2.04, 3.75], [-1.37, -0.46, 3.27], [0.21, 0.15, 4.94], [0.30, -1.56, 4.58], [2.36, -0.44, 3.90], [1.47, 0.75, 2.95], [2.53, -3.00, 3.07], [2.19, -3.45, 1.41], [0.20, -3.32, 3.73], [0.73, -4.73, 2.83], [-2.58, -4.05, 3.17], [-3.07, -2.87, 1.97], [-1.59, -2.41, 4.61], [-3.14, -1.78, 4.11], [-4.31, 5.92, -1.01], [-3.28, 4.66, -0.40], [-2.14, 4.99, 0.28], [-1.28, 3.99, 0.78], [0.48, 4.54, 1.73], [-1.55, 2.65, 0.60], [-0.79, 1.67, 1.05], [-2.74, 2.32, -0.13], [-2.95, 0.99, -0.34], [-4.01, 0.60, -1.02], [-4.95, 1.51, -1.52], [-4.75, 2.85, -1.32], [-3.61, 3.30, -0.62], [-1.90, 6.03, 0.43], [-4.12, -0.47, -1.18], [-5.82, 1.15, -2.06], [-5.46, 3.57, -1.70]], "lowdin_charge": [1.278, -0.047, -0.066, -0.226, 0.014, -0.057, -0.014, -0.140, 0.085, -0.076, 0.169, -0.399, -0.152, -0.144, -0.029, -0.067, -0.064, -0.065, -0.023, -0.141, 0.063, 0.099, 0.087, 0.104, 0.116, 0.117, 0.123, 0.165, 0.108, 0.108, 0.109, 0.106, 0.116, -0.484, -0.507, 0.804, -0.495, -0.498, 0.801, -0.523, -0.505, 0.847, 0.084, 0.057, 0.087, 0.074, 0.091, 0.056, 0.053, 0.081, 0.081, 0.070, 0.069, 0.077, 0.716, -0.612, -0.162, -0.639, 0.956, -0.441, -0.364, -0.167, -0.013, -0.102, -0.025, 0.007, -0.170, 0.102, 0.120, 0.114, 0.102]}